Record 1
76
Properties=species:S:1:pos:R:3:forces:R:3:mulliken_spin:R:1 method="wB97M-V/def2-TZVPD" charge=+1 spin_multiplicity=2 gap_ev="6.70 / 6.70" total_energy_ha=-5597.8199 homo_energy_ha="-0.3540 / -0.3585"
Br 0.950 -1.868 -2.327 0.007 -0.006 0.010 0.002
Ti -0.080 -0.086 0.446 -0.414 -0.387 -0.057 0.933
S 3.059 0.522 -1.115 0.109 0.036 -0.031 0.002
O 1.780 -6.326 0.086 0.013 -0.027 -0.036 0.000
O 1.815 0.571 -0.258 -0.156 0.000 0.178 0.017
O -1.447 -1.398 -0.252 0.153 0.182 -0.029 -0.005
N -2.228 0.148 -1.733 -0.172 -0.106 -0.203 -0.002
N -0.029 2.184 0.752 -0.014 -0.093 0.006 -0.023
N 0.947 -2.289 0.413 -0.068 0.030 0.138 0.004
N -1.379 0.924 -1.000 0.222 0.021 0.211 -0.051
N -0.536 -0.148 2.385 0.250 0.004 -0.261 -0.028
C -2.217 -1.065 -1.238 0.113 0.279 -0.034 -0.001
C 1.415 -4.245 -0.909 0.017 -0.061 -0.060 -0.002
C 4.085 -0.761 -0.410 -0.021 0.009 -0.006 0.003
C -3.955 -1.777 -2.885 0.026 0.031 0.022 -0.001
C 2.264 -1.374 5.280 -0.019 0.013 -0.004 0.000
C -2.978 -0.281 2.282 0.050 -0.026 -0.090 -0.005
C 1.741 -0.324 3.179 -0.109 -0.011 -0.071 0.007
C 1.014 -3.068 1.507 0.016 0.012 -0.101 0.012
C -3.071 -3.381 -1.317 0.009 -0.007 0.018 -0.001
C 4.002 1.929 -0.547 -0.021 -0.039 -0.003 0.003
C 0.444 4.908 0.674 0.028 -0.008 0.031 0.007
C -4.739 -4.049 -2.910 0.005 0.019 0.005 -0.001
C 0.648 2.784 1.725 0.043 -0.053 0.082 0.029
C -1.318 2.188 -1.233 -0.218 -0.197 -0.166 0.025
C -4.228 0.222 2.617 -0.005 0.038 0.027 0.012
C -2.065 2.880 -2.320 0.009 0.000 0.038 -0.005
C -0.504 2.924 -0.263 0.147 0.090 0.182 0.048
C 2.676 -0.770 4.101 0.021 -0.025 0.026 0.000
C 1.290 -4.416 1.471 0.005 -0.055 0.070 0.001
C 1.504 -5.025 0.239 -0.029 0.042 0.037 0.000
C 0.910 4.144 1.732 -0.037 0.051 -0.069 0.001
C 0.364 -0.500 3.392 0.097 0.112 0.014 0.009
C -4.770 -2.757 -3.422 -0.007 -0.031 -0.002 0.000
C -1.822 0.322 2.768 0.075 0.112 0.120 0.016
C -1.943 1.425 3.617 -0.007 -0.010 0.047 -0.020
C 1.127 -2.909 -0.749 -0.021 0.110 0.011 0.003
C -3.890 -4.360 -1.857 0.004 -0.001 -0.003 0.000
C -0.276 4.290 -0.335 -0.044 0.065 -0.067 0.003
C -0.038 -1.083 4.601 -0.068 -0.005 -0.020 -0.001
C -4.341 1.322 3.454 -0.003 -0.033 -0.026 -0.001
C 0.901 -1.512 5.523 0.012 0.007 0.009 0.001
C -3.191 1.917 3.959 0.003 0.014 0.003 0.006
C -3.100 -2.086 -1.827 -0.015 -0.143 0.015 -0.003
H 3.441 2.823 -0.813 -0.002 -0.005 -0.010 0.000
H 0.565 -1.967 6.446 -0.007 0.002 -0.005 0.000
H 0.989 2.148 2.534 -0.015 -0.013 -0.018 -0.002
H -5.433 -2.516 -4.242 -0.001 0.001 0.000 0.000
H 3.636 -1.721 -0.655 0.000 0.001 0.004 0.000
H 4.133 -0.621 0.670 0.000 -0.015 -0.001 0.000
H -2.406 -3.607 -0.493 -0.004 -0.004 -0.003 0.000
H 1.456 4.589 2.551 -0.003 -0.020 0.013 0.000
H 3.733 -0.630 3.908 -0.003 0.004 -0.005 0.000
H -3.270 2.771 4.621 0.007 -0.004 -0.001 0.000
H -1.369 3.277 -3.064 -0.006 0.021 0.009 0.003
H 5.075 -0.690 -0.861 -0.002 -0.014 0.003 0.000
H 0.832 -2.584 2.454 0.008 0.028 0.027 0.000
H -0.669 4.863 -1.164 0.001 -0.013 0.000 0.001
H 2.987 -1.714 6.008 0.006 0.004 -0.008 0.000
H -1.047 1.882 4.021 -0.008 0.004 0.005 0.000
H 2.068 0.166 2.266 0.057 -0.019 0.032 0.009
H 1.328 -4.981 2.394 -0.002 0.011 -0.001 0.000
H 0.628 5.973 0.640 -0.005 -0.003 -0.001 0.000
H -2.638 3.717 -1.918 -0.004 0.002 -0.016 0.002
H -1.096 -1.208 4.796 0.013 -0.017 0.014 0.000
H -2.884 -1.149 1.644 -0.015 -0.003 0.006 -0.003
H 4.965 1.928 -1.057 0.000 0.024 0.008 0.000
H -5.118 -0.258 2.229 0.005 -0.002 -0.001 0.000
H -2.736 2.179 -2.805 -0.004 0.017 -0.012 0.001
H -5.316 1.707 3.719 0.004 0.004 -0.001 0.000
H -5.379 -4.814 -3.330 -0.002 0.008 -0.009 0.000
H -3.969 -0.768 -3.271 -0.009 -0.003 -0.008 -0.001
H 4.127 1.864 0.533 0.008 0.009 0.001 0.000
H -3.869 -5.365 -1.457 0.000 0.003 0.001 0.000
H 1.548 -4.686 -1.885 -0.003 0.020 -0.002 0.000
H 1.799 -6.781 0.936 -0.002 0.016 0.013 0.000

=====

Record 2
73
Properties=species:S:1:pos:R:3:forces:R:3:mulliken_charge:R:1 method="wB97M-V/def2-TZVPD" charge=0 gap_ev="5.85 / 5.85" total_energy_ha=-4784.2442 homo_energy_ha="-0.2644 / -0.2644"
Os 0.256 -0.011 -0.232 -1.071 -0.154 0.231 1.241
Se 0.587 -2.360 -1.378 -0.554 0.665 0.329 -0.105
S 0.298 0.003 2.121 0.635 -0.532 -0.311 -0.732
S 0.522 0.495 -2.518 0.482 0.180 -0.224 -0.758
N 2.513 0.060 -0.230 0.044 -0.353 -0.087 0.466
N 0.698 2.386 0.204 -0.306 -0.621 -0.071 1.192
N -1.653 -0.102 -0.258 0.528 0.043 -0.170 1.408
N 0.120 -6.531 0.790 -0.005 0.012 0.000 -0.644
C 3.073 0.076 -1.597 0.179 -0.016 0.093 -0.475
C 2.800 0.139 -3.982 0.030 0.004 0.020 -0.875
C -3.971 2.557 0.857 0.015 0.021 -0.039 -0.841
C -2.098 -2.224 0.879 0.031 0.081 0.125 0.126
C 4.446 -0.056 -1.777 0.015 -0.009 0.015 -0.498
C 2.156 2.469 -0.059 0.144 0.077 0.021 -1.177
C -2.925 -3.318 1.091 -0.014 -0.044 -0.015 -0.835
C -0.669 -6.152 -0.214 0.023 -0.024 0.026 -0.392
C 1.198 -4.394 0.635 -0.057 -0.006 0.067 -0.015
C -2.610 1.815 -1.449 -0.079 -0.057 -0.097 -0.140
C -0.591 -4.915 -0.835 0.034 -0.013 -0.069 -0.516
C 2.242 0.204 -2.702 -0.184 0.036 -0.091 1.277
C -0.117 3.377 4.247 0.000 0.034 -0.047 -0.706
C 0.366 4.052 2.000 0.062 -0.022 -0.040 -0.610
C -3.172 1.427 0.861 0.166 0.087 0.061 0.134
C -2.471 1.072 -0.288 -0.001 0.151 -0.097 -0.794
C 4.159 -0.036 -4.155 -0.020 0.047 0.034 -0.687
C -4.431 -2.524 -0.600 0.016 0.035 -0.003 -0.758
C 1.035 -5.652 1.195 -0.036 -0.011 -0.016 -0.515
C 0.034 3.331 -0.714 -0.035 0.127 0.025 -1.479
C -0.061 2.055 3.853 0.061 -0.012 -0.056 -0.868
C -3.640 -1.406 -0.783 0.077 -0.035 -0.085 -0.184
C 3.079 -1.106 0.504 0.120 0.043 0.100 -1.387
C -3.432 2.935 -1.455 -0.018 -0.018 -0.035 -0.728
C -4.103 3.315 -0.303 0.015 0.000 0.045 -0.516
C 0.100 4.386 3.315 0.016 -0.045 0.087 -0.952
C 0.210 1.710 2.524 -0.120 -0.005 0.098 1.418
C 4.992 -0.116 -3.046 0.015 -0.001 -0.016 -0.954
C 0.418 2.719 1.595 -0.079 0.194 0.015 -0.839
C -2.452 -1.261 -0.058 0.016 -0.166 -0.025 0.218
C -4.080 -3.482 0.345 0.004 -0.016 0.021 -0.577
C 2.903 1.287 0.498 -0.017 0.224 0.049 -1.118
C 0.365 -4.002 -0.407 0.081 0.197 0.298 0.493
H 2.534 -1.231 1.437 0.020 0.034 -0.006 0.340
H 2.139 0.215 -4.835 0.010 -0.010 -0.013 0.470
H 2.556 3.387 0.386 -0.068 0.051 -0.044 0.533
H -2.095 1.497 -2.347 0.042 0.025 -0.004 0.483
H -5.329 -2.644 -1.192 -0.009 -0.004 0.012 0.408
H -0.974 3.522 -0.368 -0.088 0.025 0.023 0.408
H 4.135 -0.939 0.728 -0.029 0.023 0.015 0.503
H 2.970 -1.993 -0.110 -0.017 -0.014 -0.037 0.452
H -1.404 -6.881 -0.539 -0.013 0.026 -0.013 0.373
H 5.102 -0.123 -0.919 0.000 -0.030 -0.018 0.315
H 0.007 2.895 -1.708 0.047 -0.017 -0.025 0.178
H -0.329 3.622 5.280 -0.012 0.006 -0.001 0.413
H -0.225 1.258 4.567 -0.003 0.013 0.018 0.470
H 0.538 4.841 1.280 -0.013 -0.007 0.012 0.379
H -1.255 -4.663 -1.651 -0.056 0.005 0.021 0.408
H -1.208 -2.082 1.473 0.021 -0.080 -0.075 0.220
H -3.916 -0.649 -1.504 -0.029 -0.029 -0.008 0.454
H 0.068 5.426 3.611 -0.022 0.000 -0.002 0.429
H -4.731 4.196 -0.306 -0.021 -0.013 -0.009 0.405
H 6.060 -0.237 -3.166 0.000 0.001 -0.005 0.400
H -4.504 2.840 1.755 0.015 0.017 0.008 0.435
H 1.973 -3.736 1.005 -0.007 0.000 0.026 0.229
H 4.570 -0.110 -5.153 0.000 0.021 -0.004 0.400
H -4.708 -4.349 0.499 -0.004 0.010 0.006 0.410
H -3.554 3.505 -2.367 0.022 0.003 0.004 0.429
H 2.296 2.529 -1.139 -0.029 -0.050 -0.008 0.706
H -2.657 -4.045 1.846 0.041 -0.043 -0.021 0.438
H 2.661 1.150 1.552 0.030 -0.056 -0.019 0.610
H -3.061 0.824 1.754 -0.020 -0.017 0.000 0.462
H 3.981 1.452 0.417 -0.007 -0.015 -0.048 0.565
H 0.583 4.277 -0.764 -0.018 -0.004 0.027 0.604
H 1.680 -5.980 2.003 0.002 0.034 0.021 0.374